No. 1
Molecular formula: C44H62BrN13O5
Method: DFT, ωB97M-V/def2-TZVPD

Geometry as ORCA input:
```
! RIJCOSX wB97M-V def2-TZVPD def2/J DEFGRID3
* xyz 0 1
C 5.589 -1.205 0.925
C 4.992 -2.344 1.799
C 4.559 -3.522 0.952
O 5.190 -4.545 0.940
O 3.439 -3.371 0.189
C 2.354 -4.210 0.613
C 1.007 -3.735 -0.029
C 1.178 -2.270 -0.405
C 1.466 -2.033 -1.751
C 1.692 -0.730 -2.130
C 1.630 0.333 -1.215
C 1.303 0.131 0.130
C 1.243 1.283 1.133
C 0.367 2.502 0.748
C -0.852 2.194 -0.114
C -1.987 1.441 0.600
O -2.191 1.806 1.969
C 1.075 -1.215 0.520
C 0.737 -1.566 1.970
C -0.770 -1.477 2.320
C -1.110 -2.253 3.618
Br -1.932 -2.254 0.921
C 1.944 1.592 -2.029
O 1.584 2.720 -1.935
N 2.802 1.072 -3.098
C 2.064 -0.125 -3.476
O 1.794 -0.471 -4.581
H 6.673 -1.149 1.050
H 5.190 -0.231 1.218
H 5.360 -1.349 -0.135
H 5.728 -2.688 2.523
H 4.092 -1.968 2.299
H 2.564 -5.243 0.307
H 2.306 -4.237 1.709
H 0.867 -4.368 -0.905
H 0.248 -3.902 0.732
H 1.523 -2.829 -2.487
H 2.278 1.554 1.378
H 0.826 0.870 2.055
H -0.012 2.908 1.696
H 0.986 3.300 0.338
H -0.636 1.658 -1.041
H -1.267 3.166 -0.421
H -2.909 1.696 0.052
H -1.794 0.373 0.524
H -2.115 2.769 1.996
H 1.054 -2.585 2.200
H 1.289 -0.910 2.651
H -1.044 -0.429 2.464
H -0.570 -3.205 3.576
H -2.174 -2.481 3.550
H -0.912 -1.667 4.513
H 3.650 0.762 -2.627
C -2.380 4.016 -3.662
C -3.290 3.393 -2.642
N -3.970 2.887 -1.866
H -2.254 5.057 -3.416
H -1.435 3.495 -3.622
H -2.839 3.901 -4.629
C 5.211 -5.527 -2.044
C 4.277 -6.104 -3.009
N 3.542 -6.558 -3.766
H 5.588 -6.302 -1.382
H 6.047 -5.067 -2.569
H 4.706 -4.769 -1.451
C -2.271 0.606 -6.526
C -2.010 0.591 -5.091
N -1.834 0.580 -3.958
H -2.345 1.632 -6.882
H -1.468 0.101 -7.060
H -3.210 0.094 -6.720
C -5.072 1.889 3.371
C -4.771 1.840 4.798
N -4.528 1.813 5.920
H -5.164 2.925 3.049
H -4.268 1.415 2.809
H -6.007 1.368 3.169
C -5.904 0.101 -4.206
C -5.667 0.119 -5.649
N -5.469 0.132 -6.781
H -6.632 0.866 -3.943
H -6.285 -0.874 -3.907
H -4.973 0.300 -3.676
C 4.366 -3.056 -5.196
C 5.544 -2.696 -4.406
N 6.468 -2.416 -3.785
H 3.840 -2.154 -5.507
H 4.671 -3.613 -6.080
H 3.695 -3.673 -4.600
C -0.934 -1.165 8.112
C -1.822 -1.851 7.177
N -2.520 -2.386 6.439
H -0.592 -1.866 8.873
H -0.073 -0.767 7.578
H -1.467 -0.346 8.591
C 8.445 -1.048 -6.886
C 7.518 -1.628 -7.857
N 6.782 -2.087 -8.608
H 8.821 -1.827 -6.226
H 9.284 -0.586 -7.405
H 7.934 -0.295 -6.291
C -3.393 5.240 6.949
C -3.154 5.300 5.504
N -2.965 5.345 4.373
H -4.135 5.984 7.232
H -3.760 4.252 7.221
H -2.464 5.439 7.482
C -6.911 6.035 3.146
C -6.629 6.001 4.579
N -6.397 5.975 5.701
H -7.000 7.066 2.811
H -6.102 5.552 2.600
H -7.844 5.511 2.940
C -3.080 -5.202 8.521
C -1.939 -4.762 9.321
N -1.043 -4.401 9.940
H -3.578 -4.336 8.088
H -2.739 -5.853 7.719
H -3.787 -5.747 9.145
C 0.524 5.952 -6.943
C -0.401 5.395 -5.958
N -1.125 4.956 -5.180
H 0.694 7.006 -6.734
H 1.474 5.422 -6.897
H 0.106 5.849 -7.942
*
```

## Properties
**Frontier orbital gap**: 9.36 eV
**E_HOMO**: -9.30 eV

No. 2
Molecular formula: C31H28F12N3O3PSTeTi
Method: DFT, ωB97M-V/def2-TZVPD

Geometry as ORCA input:
```
! RIJCOSX wB97M-V def2-TZVPD def2/J DEFGRID3
* xyz -2 1
Ti -1.491 0.426 -0.683
C -4.565 2.007 -4.459
Te -2.987 1.199 -3.119
C -1.561 2.615 -3.928
H -4.282 1.825 -5.495
H -4.721 3.073 -4.299
H -5.477 1.459 -4.228
H -1.994 3.615 -3.948
H -1.247 2.342 -4.935
H -0.703 2.606 -3.262
F -3.485 1.300 0.607
C -4.651 0.801 0.106
F -5.170 1.710 -0.712
F -5.495 0.657 1.120
S -4.314 -0.867 -0.718
O -4.869 -0.752 -2.039
O -4.956 -1.813 0.139
O -2.839 -0.930 -0.649
F 5.993 0.821 4.897
C 5.055 1.810 4.886
F 4.538 1.815 6.140
F 5.749 2.964 4.757
C 4.029 1.617 3.836
C 4.065 2.346 2.652
C 3.128 2.090 1.667
C 2.145 1.111 1.823
C 2.104 0.415 3.038
C 3.034 0.656 4.027
P 1.105 0.646 0.320
C -0.400 0.144 1.254
C -0.915 -1.168 1.568
C -1.884 -1.337 2.519
C -2.381 -0.239 3.269
C -1.854 1.049 3.028
C -0.894 1.235 2.075
C -3.424 -0.464 4.276
F -3.698 0.633 5.030
F -4.635 -0.863 3.764
F -3.115 -1.461 5.178
C 2.213 -0.784 0.049
C 2.263 -1.966 0.793
C 3.185 -2.954 0.501
C 4.122 -2.763 -0.508
C 4.151 -1.550 -1.197
C 3.204 -0.588 -0.923
C 5.081 -3.823 -0.892
F 6.380 -3.470 -0.682
F 5.016 -4.128 -2.213
F 4.901 -4.982 -0.227
H 4.818 3.112 2.518
H 3.143 2.656 0.741
H 1.319 -0.313 3.204
H 2.995 0.114 4.964
H -0.525 -2.030 1.045
H -2.276 -2.327 2.726
H -2.208 1.884 3.620
H -0.452 2.216 1.934
H 1.566 -2.120 1.604
H 3.178 -3.886 1.050
H 4.909 -1.393 -1.955
H 3.204 0.348 -1.470
C -1.364 -1.873 -3.702
C -0.211 -1.651 -2.706
C 1.089 -1.795 -3.510
C -0.288 -2.800 -1.689
C -0.285 -0.266 -2.020
H -1.258 -2.851 -4.189
H -1.362 -1.099 -4.470
H -2.325 -1.846 -3.192
H 1.125 -2.769 -4.011
H 1.958 -1.715 -2.862
H 1.148 -1.016 -4.275
H -0.276 -3.769 -2.203
H -1.212 -2.727 -1.119
H 0.560 -2.767 -1.011
H 0.371 0.453 -2.528
N -1.204 2.378 -0.731
C -1.591 3.470 -0.526
N -1.850 4.691 -0.406
C -2.714 5.429 0.225
N -3.436 6.180 0.738
*
```

## Properties
**Energy relative to the best compared isomer or geometry (same formula, charge and spin)**: 3.373 eV
**Frontier orbital gap (alpha / beta)**: 3.62 / 3.59 eV
**E_HOMO (alpha / beta)**: 0.13 / 0.17 eV